13
Properties=species:S:1:pos:R:3 method="wB97M-V/def2-TZVPD" total_energy_ha=-446.4778 homo_lumo_gap_ev=9.296 spin_multiplicity=1 de_lowest_ev=4.858
Si 1.846 -0.398 -0.213
C -1.979 -1.031 0.030
C -1.584 1.032 -0.427
C -2.044 0.233 0.685
C -1.008 -0.315 -0.634
H 1.871 -1.757 -0.703
H -2.297 -2.037 0.353
H -0.877 1.779 -0.114
H 1.386 -0.086 1.159
H 3.384 -0.018 -0.037
H 1.385 0.519 -1.187
H -2.422 1.196 -1.074
H -1.752 0.519 1.788


50
Properties=species:S:1:pos:R:3 method="wB97M-V/def2-TZVPD" total_energy_ha=-1111.1324 homo_lumo_gap_ev=9.497 spin_multiplicity=1 de_lowest_ev=0.243
O 3.021 -2.042 1.512
O -3.016 0.282 0.992
O 0.340 -1.680 0.101
O -3.077 -2.106 -1.245
O 2.130 2.013 -3.006
O -1.109 2.939 0.633
N 2.027 0.930 0.425
N 1.277 0.157 -2.046
C 2.953 0.431 1.436
C 1.197 -2.802 0.031
C 0.983 1.740 1.029
C -0.204 1.995 0.089
C -3.212 1.669 0.799
C -4.019 -0.547 0.445
C -1.673 -2.000 -1.258
C 2.664 1.599 -0.696
C -1.045 -1.956 0.146
C 2.649 -2.329 0.186
C 2.456 -0.876 2.082
C -3.803 -0.916 -1.036
C -2.082 2.434 1.511
C 1.983 1.303 -2.034
H 2.811 -1.463 -0.465
H 2.773 -0.917 3.127
H -2.493 3.316 2.006
H -0.709 1.050 -0.136
H -1.489 -1.135 0.715
H -1.361 -1.101 -1.810
H 1.364 -0.916 2.034
H 1.088 -3.315 -0.935
H 3.920 0.218 0.976
H 3.692 1.243 -0.809
H -1.646 1.771 2.267
H 1.373 2.723 1.350
H -3.206 1.931 -0.267
H 0.145 2.447 -0.842
H 2.713 2.691 -0.572
H 0.785 -0.094 -2.887
H -3.323 -0.078 -1.560
H -4.778 -1.104 -1.494
H 1.076 -0.321 -1.175
H 3.120 1.181 2.224
H -4.012 -1.467 1.036
H -4.187 1.956 1.218
H 0.958 -3.511 0.836
H -1.323 -2.884 -1.800
H 3.313 -3.141 -0.120
H -1.241 -2.898 0.672
H -4.998 -0.062 0.559
H 0.623 1.215 1.916


100
Properties=species:S:1:pos:R:3 method="wB97M-V/def2-TZVPD" total_energy_ha=-4857.3254 charge=-1 homo_lumo_gap_ev="6.398 / 6.610" spin_multiplicity=2 de_lowest_ev=0.457 s2=0.763
Cu -0.864 1.146 0.165
S -1.958 -1.292 -1.071
P 0.123 -0.587 1.756
P 0.885 -0.777 -1.487
O 0.749 1.899 -1.138
O -3.142 -1.820 -1.797
O -0.064 2.525 1.354
N -2.438 0.229 -0.385
C -1.917 0.231 3.542
C -0.579 0.525 -3.467
C 1.590 3.505 -2.632
C 0.787 4.094 -0.266
C 2.065 -2.535 1.622
C -2.005 -2.109 0.572
C -1.194 -4.200 -1.758
C -1.243 -2.805 2.743
C 0.810 -0.438 -5.653
C -0.252 0.434 -5.846
C 0.099 4.763 1.982
C 1.009 3.094 -1.293
C 1.528 -3.619 -1.920
C -0.959 0.902 -4.747
C -3.156 -3.863 1.775
C -3.597 1.078 -0.734
C -0.279 -5.214 -2.019
C 2.730 -0.598 -1.350
C -0.746 -2.902 -1.580
C 0.438 6.057 1.709
C -4.472 0.599 -1.900
C -0.285 1.996 4.923
C 5.074 -1.052 -1.776
C 0.238 1.210 3.910
C 3.800 -3.038 3.205
C 5.439 -0.373 -0.622
C -0.560 0.288 3.229
C 3.263 -2.097 4.069
C 3.736 -1.158 -2.139
C 3.186 -3.264 1.979
C 0.611 -2.588 -1.708
C -2.447 1.031 4.548
C 2.130 -1.371 3.713
C -3.136 2.509 -1.060
C 1.170 -0.832 -4.370
C 1.079 -4.924 -2.080
C 1.096 5.449 -0.511
C -3.034 -3.045 0.669
C 0.252 3.713 1.016
C -4.465 1.125 0.533
C 0.501 -0.333 -3.255
C -2.236 -3.763 2.812
C 4.458 0.236 0.147
C 1.516 -1.575 2.479
C -1.117 -1.949 1.642
C 3.124 0.122 -0.217
C -1.633 1.907 5.249
C 0.933 6.422 0.440
H 5.833 -1.511 -2.398
H 3.501 -1.681 -3.053
H -2.253 -4.419 -1.675
H 3.722 -1.927 5.036
H -0.533 0.738 -6.847
H 1.969 -1.549 -4.255
H -0.278 4.471 2.955
H -4.869 -0.394 -1.712
H 1.273 1.339 3.619
H 2.592 -3.417 -1.941
H 1.488 5.733 -1.480
H 2.572 3.965 -2.500
H -2.570 -0.433 2.991
H 1.692 2.615 -3.251
H 4.685 -3.596 3.486
H -3.503 0.970 4.782
H 6.481 -0.311 -0.334
H -3.957 -4.591 1.825
H -2.303 -4.414 3.675
H 0.354 2.696 5.447
H -2.641 2.958 -0.194
H -3.985 3.136 -1.347
H 1.716 -0.664 4.417
H -1.805 1.565 -4.887
H -0.622 -6.234 -2.154
H -2.422 2.501 -1.888
H -5.301 1.300 -2.031
H -3.726 -3.117 -0.161
H 1.590 -2.718 0.664
H -3.878 1.519 1.367
H -0.541 -2.707 3.562
H 1.190 7.451 0.227
H 4.729 0.791 1.037
H 0.938 4.220 -3.136
H -5.344 1.758 0.380
H 2.360 0.609 0.379
H -4.792 0.114 0.788
H -3.897 0.551 -2.828
H 0.323 6.820 2.472
H 1.361 -0.816 -6.506
H 3.582 -4.007 1.297
H -1.118 0.900 -2.606
H -2.048 2.538 6.026
H 1.795 -5.721 -2.251


11
Properties=species:S:1:pos:R:3 method="wB97M-V/def2-TZVPD" total_energy_ha=-306.0127 homo_lumo_gap_ev="7.507 / 7.510" spin_multiplicity=1 de_lowest_ev=5.410
O 1.250 -0.392 0.194
C -0.539 -1.007 -1.015
C 0.511 2.502 2.178
C -0.966 -0.064 -0.051
C 0.793 -1.184 -0.784
C 0.180 0.358 0.669
C 0.366 1.367 1.651
H -1.951 0.352 0.116
H -0.040 1.367 0.078
H -1.131 -1.471 -1.790
H 1.528 -1.830 -1.246


75
Properties=species:S:1:pos:R:3 method="wB97M-V/def2-TZVPD" total_energy_ha=-1641.1831 homo_lumo_gap_ev="6.577 / 7.015" spin_multiplicity=2 de_lowest_ev=1.822 s2=0.778
Re 0.100 0.153 0.233
O 1.283 2.025 -2.052
O -1.415 -0.404 -1.039
O 2.128 -3.429 0.113
O -2.378 -2.162 -2.016
O 2.524 0.150 -1.699
N 1.938 -0.134 1.549
N 0.668 -1.692 -0.220
C -0.661 1.535 1.874
C 4.296 0.661 -3.362
C 0.042 4.547 -0.464
C -4.079 1.393 -1.287
C -0.696 2.555 0.873
C 2.376 2.056 -2.880
C 2.764 3.022 -3.781
C 1.794 -2.275 0.272
C -5.118 1.919 0.917
C -1.922 2.397 0.227
C 1.664 3.435 1.073
C -1.167 -0.190 4.058
C -2.697 1.353 0.812
C -2.179 -1.641 2.342
C -4.494 -0.435 0.280
C -0.177 -2.449 -1.138
C 3.131 0.906 -2.670
C 3.943 2.783 -4.483
C -1.932 0.831 1.878
C -1.446 -1.651 -1.437
C -3.569 0.051 3.628
C -4.069 1.036 0.216
C 0.188 3.786 0.856
C -0.274 4.689 2.013
C -2.224 -0.223 2.941
C 4.690 1.629 -4.282
C 2.692 -1.301 1.031
B 1.374 0.854 -1.302
H -1.118 0.789 4.538
H -4.409 -0.008 2.945
H -3.564 1.047 4.074
H -2.240 2.998 -0.609
H 1.650 -0.331 2.500
H 0.732 5.393 -0.485
H -3.211 0.961 -1.786
H 0.288 5.627 2.010
H 3.421 -0.953 0.303
H 0.264 3.892 -1.306
H -0.034 1.637 2.749
H -1.172 -1.858 1.969
H -2.869 -1.763 1.512
H -5.484 -0.536 -0.170
H -2.418 -2.382 3.108
H 1.812 2.932 2.033
H -0.175 -0.455 3.685
H -0.118 4.199 2.976
H 3.219 -1.837 1.819
H -1.434 -0.923 4.821
H -3.807 -1.052 -0.302
H -5.209 1.677 1.976
H 0.347 -2.600 -2.086
H -0.970 4.941 -0.581
H -1.336 4.921 1.918
H -4.977 0.983 -1.750
H -0.425 -3.435 -0.746
H 2.020 2.789 0.271
H -4.844 2.973 0.833
H 4.872 -0.239 -3.194
H -4.565 -0.826 1.290
H 5.596 1.478 -4.852
H 2.543 0.678 1.590
H -3.730 -0.679 4.425
H 2.182 3.921 -3.933
H -6.095 1.782 0.447
H 2.268 4.345 1.077
H -4.093 2.471 -1.456
H 4.285 3.513 -5.205


15
Properties=species:S:1:pos:R:3 method="wB97M-V/def2-TZVPD" total_energy_ha=-705.7362 homo_lumo_gap_ev=8.774 spin_multiplicity=1 de_lowest_ev=4.339
S -1.321 0.007 0.127
O 1.061 1.950 0.505
O 0.343 -1.071 -1.705
C -0.087 0.123 -1.221
C -0.267 0.162 1.447
C 0.499 1.497 1.606
C 0.950 -2.111 -0.869
H 1.963 -2.037 -0.485
H -1.029 -0.102 2.194
H 0.571 1.749 2.720
H 0.797 -3.193 -1.365
H -0.543 0.588 -1.985
H 0.101 -2.199 -0.067
H 0.805 0.640 -0.669
H 0.666 -0.626 1.448